(1)
{
  "formula": "C4H11N2",
  "method": "ωB97M-V with the def2-TZVPD basis set",
  "elements": ["C", "C", "N", "C", "C", "N", "H", "H", "H", "H", "H", "H", "H", "H", "H", "H", "H"],
  "xyz": [[-0.68740, -1.50043, -0.17309], [-0.37342, 0.00144, -0.22720], [-1.47102, 0.73530, 0.54319], [0.37620, 0.87637, -1.15517], [0.94940, 0.58873, 0.22835], [2.13257, -0.20159, 0.39880], [-1.12951, -1.84346, 0.83435], [0.35614, -2.12791, -0.19602], [-1.27519, -1.77478, -1.12351], [-1.68785, 0.25683, 1.33296], [-2.26881, 1.13832, -0.04579], [-1.15538, 1.70817, 0.77713], [0.04967, 1.81170, -1.32398], [0.78915, 0.35926, -2.05792], [0.75443, 1.41662, 0.86566], [2.44924, -0.33694, 1.34851], [2.19179, -1.10763, -0.02626]],
  "forces_ev_per_a": [[1.92, -1.43, -1.08], [-0.93, -0.64, 2.41], [0.32, 4.83, -4.76], [1.82, -4.00, -0.54], [0.21, -1.47, -1.52], [0.11, 0.79, 0.59], [0.27, 0.72, -1.74], [-2.55, 1.61, -0.19], [0.62, -0.04, 1.84], [-1.49, -1.70, 3.00], [0.37, -2.03, 0.76], [0.48, -1.12, 0.57], [-1.20, 3.10, -0.70], [-0.20, 0.57, 1.02], [0.90, 0.44, 0.83], [-0.25, 0.40, 0.16], [-0.38, -0.05, -0.66]],
  "mulliken_charge": [-1.125, 0.470, -0.318, -0.582, -0.192, -0.580, 0.388, 0.223, 0.299, 0.296, 0.370, 0.392, 0.300, 0.264, 0.290, 0.264, 0.240],
  "smiles": "C[C@]1([NH3+])C[C@@H]1N",
  "spin_multiplicity": 1,
  "charge": 1,
  "lumo_ev": -3.7,
  "molar_mass_g_mol": 87.146,
  "e_homo_ev": -12.975,
  "orbital_gap_ev": 9.3
}


(2)
{
  "formula": "C24H44O3P2RuS",
  "method": "ωB97M-V with the def2-TZVPD basis set",
  "elements": ["Ru", "C", "C", "C", "C", "C", "C", "H", "H", "H", "C", "H", "H", "H", "C", "H", "H", "H", "C", "H", "H", "H", "C", "H", "H", "H", "C", "C", "C", "C", "C", "C", "C", "C", "H", "H", "H", "H", "H", "H", "H", "H", "H", "H", "H", "H", "P", "C", "C", "P", "C", "C", "C", "H", "H", "H", "H", "H", "H", "H", "H", "H", "H", "H", "H", "H", "H", "C", "S", "O", "O", "O", "H", "H", "H"],
  "xyz": [[-0.66348, 0.30308, 1.99945], [2.60166, -0.72919, 2.17424], [1.92075, 0.51884, 2.24779], [0.97031, -0.98154, 3.79302], [2.04758, -1.60409, 3.14143], [0.91227, 0.39261, 3.31633], [3.94890, -0.93335, 1.57556], [4.20886, -0.17636, 0.83019], [4.05012, -1.92375, 1.11482], [4.73554, -0.87507, 2.35084], [2.56724, -2.94351, 3.50517], [3.52702, -3.16864, 3.01919], [1.85113, -3.75077, 3.27572], [2.76212, -2.96400, 4.58613], [0.12378, -1.50691, 4.87014], [0.21632, -0.85401, 5.74701], [0.44140, -2.52020, 5.13811], [-0.93870, -1.54954, 4.59145], [-0.00757, 1.46353, 3.73968], [0.10077, 1.84138, 4.75483], [-1.05063, 1.06731, 3.72574], [-0.00797, 2.28502, 3.01859], [2.48589, 1.79461, 1.80936], [3.16282, 2.10622, 2.62560], [1.72551, 2.57184, 1.67444], [3.06713, 1.68778, 0.88512], [0.91353, -1.53293, -1.87927], [1.95471, -0.73419, -2.13219], [2.03608, 0.75278, -1.89282], [0.88962, 1.57474, -1.16559], [-0.28634, 1.07240, -0.42562], [-1.55659, 0.50621, -0.98603], [-1.65826, -0.90405, -1.60313], [-0.49807, -1.71125, -2.28070], [2.23489, 1.21857, -2.86094], [0.51968, 2.37395, -1.86695], [2.95407, 0.92786, -1.30775], [-0.61954, -1.65323, -3.37422], [1.21080, -2.25535, -1.10226], [2.98545, -1.20770, -2.08068], [-0.76000, -2.75803, -2.01804], [-1.99728, -1.54519, -0.76951], [-2.21742, 0.42717, -0.09003], [-2.50724, -0.95588, -2.28874], [1.43288, 2.14312, -0.39797], [-0.58372, 1.87476, 0.28950], [-0.43771, 0.93523, -3.45178], [-0.56995, -0.14187, -4.95395], [0.36037, 2.31889, -4.36278], [-2.56656, 1.94088, -1.66121], [-2.16241, 1.60901, -3.41640], [-1.95692, 3.59400, -1.26386], [-4.36460, 1.89752, -1.50145], [-1.22690, -1.00552, -4.83029], [0.44064, -0.47367, -5.21482], [-0.99737, 0.48150, -5.73941], [-0.28113, 2.47663, -5.23456], [1.34818, 1.99771, -4.70230], [0.43589, 3.23330, -3.77166], [-4.82096, 2.13616, -2.48209], [-4.66485, 2.66727, -0.76645], [-4.69426, 0.89782, -1.16722], [-2.83778, 0.84360, -3.83389], [-2.22409, 2.52514, -4.03084], [-2.52536, 3.95258, -0.39381], [-2.14236, 4.27883, -2.11023], [-0.88798, 3.60492, -1.01825], [-1.40729, -4.17296, 2.51186], [-1.69910, -2.61076, 1.66899], [-2.60338, -2.94555, 0.58156], [-2.28279, -1.67481, 2.67370], [-0.35632, -2.07432, 1.21881], [-2.38829, -4.57978, 2.79555], [-0.77613, -4.04546, 3.39151], [-0.91659, -4.83132, 1.78827]],
  "forces_ev_per_a": [[-0.50, -3.06, -3.75], [0.04, -0.18, 1.30], [-1.99, -0.61, 1.47], [1.02, 0.73, -0.49], [-0.57, 0.41, -0.24], [2.37, -0.51, -1.01], [0.36, -0.13, -0.36], [-0.14, -0.15, 0.01], [-0.06, 0.21, 0.01], [-0.35, -0.02, -0.15], [0.22, -0.56, 0.20], [-0.39, 0.04, 0.03], [0.29, 0.22, 0.02], [-0.07, -0.17, -0.17], [-0.28, -0.38, 0.52], [-0.09, -0.23, 0.05], [-0.12, 0.20, 0.11], [0.21, 0.01, 0.04], [0.21, 1.10, 0.96], [-0.01, 0.10, 0.02], [-0.64, 0.13, 0.74], [0.45, 0.57, 0.53], [0.57, 0.70, 0.05], [-0.04, 0.30, -0.49], [0.23, 0.01, 0.01], [-0.13, 0.19, 0.26], [0.76, -1.27, 1.24], [0.96, 0.44, 1.49], [-0.39, 0.72, -1.12], [1.53, 0.80, -0.17], [-0.71, -0.28, 1.30], [-0.97, 0.30, 2.20], [-0.60, -0.82, 0.16], [-1.46, 0.41, 0.33], [0.10, 0.61, 0.13], [0.56, -0.56, 0.55], [-0.29, -0.25, -0.17], [0.50, -0.16, 0.92], [0.15, -1.07, -1.32], [-1.28, 0.48, 0.66], [0.15, 0.56, -0.16], [0.20, 0.46, -0.40], [0.31, -0.41, 0.17], [-0.14, 0.17, -0.14], [-0.03, 0.02, -0.27], [0.14, -0.11, 0.06], [0.22, -0.46, -1.98], [-0.43, 0.50, -0.16], [-0.32, -0.10, -0.27], [0.84, -1.12, -3.02], [-0.46, 0.82, -0.30], [-0.15, 0.31, 0.43], [-0.26, 0.17, 0.43], [0.12, 0.21, -0.07], [-0.22, 0.00, -0.05], [0.19, -0.17, -0.36], [0.34, 0.39, -0.05], [-0.09, 0.18, 0.04], [0.08, -0.02, -0.11], [0.30, -0.14, 0.53], [-0.06, -0.50, -0.28], [0.10, 0.44, -0.14], [0.07, 0.35, 0.31], [-0.25, -0.38, 0.17], [0.24, 0.05, -0.19], [-0.03, -0.40, 0.31], [-0.37, -0.05, -0.15], [-0.07, 0.22, -0.22], [0.49, -0.14, 0.11], [0.39, 0.27, 0.33], [0.72, 0.27, -0.71], [-1.61, -0.10, 0.40], [0.34, 0.20, -0.14], [-0.07, 0.16, -0.10], [-0.14, 0.12, 0.14]],
  "mulliken_charge": [-0.106, 0.654, 2.259, 1.444, 0.823, -1.580, -2.151, 0.370, 0.475, 0.337, -1.869, 0.433, 0.260, 0.407, -1.566, 0.286, 0.448, 0.250, -0.857, 0.387, 0.617, 0.271, -2.158, 0.381, 0.371, 0.457, -0.351, -0.450, -1.605, -0.910, -1.063, -0.194, -0.670, -0.742, 0.458, 0.117, 0.645, 0.338, 0.055, 0.399, 0.534, 0.063, 1.076, 0.283, 0.404, 1.453, 1.303, -1.890, -1.733, 1.384, -1.615, -1.343, -1.218, 0.527, 0.404, 0.534, 0.577, 0.448, 0.384, 0.419, 0.446, 0.403, 0.417, 0.606, 0.461, 0.443, 0.281, -0.952, 1.345, -0.748, -0.703, -0.557, 0.392, 0.175, 0.331],
  "spin_multiplicity": 6,
  "charge": 1,
  "lumo_ev": [-2.7, -3.8],
  "molar_mass_g_mol": 575.698,
  "e_homo_ev": [-9.425, -10.119],
  "s2": 8.783,
  "orbital_gap_ev": [6.7, 6.3]
}


Energy above the lowest of the compared OMol25 structures with the same formula, charge and spin in eV, matching the order above: 3.117; 0.000